ORCA calculation (wB97M-V/def2-TZVPD) on C25H34MnN4O6SSi as an isolated structure in a non-equilibrium geometry.

Its energy is -3482.33659 Ha. The HOMO-LUMO gap (alpha / beta) comes out at 0.1826 / 0.1838 Eh. The calculation puts the LUMO energy (alpha / beta) at 4.018 / 4.018 eV. The calculation puts the energy above the lowest of the compared OMol25 structures with the same formula, charge and spin at 0.000 eV. The spin multiplicity is 6. The total charge is -2.

Structure (XYZ):
```
72
Properties=species:S:1:pos:R:3:mulliken_spin:R:1
Mn -0.1385 0.5074 0.0541 4.42
O 2.0598 3.8132 -0.4848 0.00
S 1.0666 3.0118 0.2163 0.01
O 0.4548 3.7392 1.3534 0.00
O 1.6398 1.7130 0.7100 0.06
O -0.0378 2.5658 -0.7245 0.07
C -2.4323 -4.4108 0.7046 0.00
Si -1.9461 -2.5869 0.3813 0.01
C -2.6413 -1.7395 1.9200 0.00
C -3.0922 -2.0535 -1.0112 0.01
N -0.3410 -2.1608 0.1359 0.04
C 0.6247 -2.8249 -0.5415 0.00
C 0.5803 -4.1949 -0.9264 0.00
C 1.5776 -4.8318 -1.6529 0.00
C 2.6997 -4.1357 -2.0644 0.00
C 2.7950 -2.7834 -1.7239 0.00
C 1.8113 -2.1550 -0.9844 0.00
O 1.8954 -0.8056 -0.6278 0.07
C 2.9005 -0.0614 -1.2194 0.01
C 2.6384 0.5995 -2.4036 0.00
C 3.6438 1.3554 -2.9893 0.00
C 4.8981 1.4387 -2.4000 0.00
C 5.1386 0.7749 -1.2014 0.00
C 4.1373 0.0231 -0.6078 0.00
H -3.4486 -4.4451 1.1185 0.00
H -1.7566 -4.8908 1.4247 0.00
H -2.4266 -5.0112 -0.2114 0.00
H -3.6738 -2.0620 2.1032 0.00
H -2.6364 -0.6530 1.7828 0.00
H -2.0378 -1.9889 2.7982 0.00
H -4.1491 -2.2319 -0.7695 0.00
H -2.8472 -2.5807 -1.9397 0.00
H -2.9453 -0.9855 -1.2083 0.00
H -0.2891 -4.7618 -0.6354 0.00
H 1.4624 -5.8818 -1.9067 0.00
H 3.4803 -4.6070 -2.6500 0.00
H 3.6522 -2.2141 -2.0544 0.00
H 1.6418 0.5388 -2.8268 0.00
H 3.4353 1.8993 -3.9024 0.00
H 5.6759 2.0433 -2.8528 0.00
H 6.1054 0.8597 -0.7177 0.00
H 4.2908 -0.4798 0.3394 0.00
N -0.1055 0.1027 2.1497 0.08
C -0.3400 0.2702 3.2566 0.03
N -0.6851 0.5825 4.5087 0.00
C -1.0901 -0.5043 5.4045 0.00
C -0.9619 -0.0239 6.8418 0.00
C -1.7926 1.2434 7.0594 0.00
C -1.3710 2.3264 6.0636 0.00
C -1.4749 1.8153 4.6365 0.00
H -0.4589 -1.3680 5.2116 0.00
H -2.1267 -0.7935 5.1965 0.00
H 0.0902 0.1952 7.0475 0.00
H -1.2774 -0.8211 7.5181 0.00
H -1.6782 1.6039 8.0844 0.00
H -2.8528 1.0080 6.9111 0.00
H -0.3332 2.6124 6.2567 0.00
H -1.9903 3.2188 6.1695 0.00
H -1.0938 2.5408 3.9197 0.00
H -2.5238 1.6084 4.3856 0.00
C -3.1600 2.2531 -1.2201 0.01
C -2.7609 2.1959 0.2249 0.02
C -2.7643 3.4456 1.0434 0.00
O -2.3613 1.1502 0.6961 0.04
H -3.8178 3.0938 -1.4422 0.00
H -3.6013 1.3070 -1.5265 0.00
H -2.2211 2.3595 -1.7772 0.00
H -3.2561 4.2743 0.5361 0.00
H -1.7095 3.6979 1.2319 0.00
H -3.2362 3.2594 2.0119 0.00
N -1.2625 -0.2018 -2.9473 0.05
C -0.8954 -0.0474 -1.8565 0.06
```

=====

ORCA calculation (wB97M-V/def2-TZVPD) on C15H27ClIOP2Rh as an isolated structure in a non-equilibrium geometry.

Its energy is -2213.39842 Ha. The HOMO-LUMO gap (alpha / beta) comes out at 0.2325 / 0.1389 Eh. The calculation puts the LUMO energy (alpha / beta) at -7.287 / -10.729 eV. The spin multiplicity is 5. The total charge is +2.

Structure (XYZ):
```
48
Properties=species:S:1:pos:R:3:mulliken_spin:R:1
C 0.9288 0.0426 -2.9183 0.07
I -3.3295 -0.4987 -2.7167 1.12
H 1.8263 0.0103 -2.2961 0.01
H 0.8733 0.8982 -3.6137 0.00
H 0.8520 -0.8721 -3.5188 0.03
Rh -0.8143 -0.0415 -1.8036 1.38
P 0.1620 2.4426 -1.3983 0.19
C -1.2700 3.3958 -2.0548 0.03
C 0.5380 3.4519 0.1217 0.04
H 1.0274 4.3919 -0.1764 0.01
H 1.8063 4.0996 -2.1064 0.01
H 1.1900 2.8862 0.7933 -0.01
H 2.4010 2.4423 -2.3735 0.00
H -2.1066 3.2664 -1.3543 0.00
H -0.3889 3.6833 0.6552 -0.01
C 1.5197 3.1018 -2.4815 0.01
H -1.0074 4.4610 -2.1375 0.01
H 1.2270 3.1585 -3.5481 0.00
H -1.5561 2.9929 -3.0354 0.00
P 0.2348 -1.9319 -0.9165 0.02
C -1.0747 -3.1532 -0.5669 0.03
C 1.4164 -2.8547 -2.0031 0.01
H 1.7848 -1.0567 0.7620 0.00
H 1.9867 -2.8113 0.5379 0.00
H 0.6098 -2.1915 1.4729 0.00
C 1.2499 -1.9978 0.6069 0.00
H 2.2659 -2.2066 -2.2462 0.00
H 1.7947 -3.7376 -1.4678 0.00
H -0.6304 -4.1585 -0.5292 0.01
H -1.8463 -3.1091 -1.3460 -0.01
H 0.9371 -3.1605 -2.9425 0.00
H -1.5334 -2.9229 0.4065 0.00
C -2.1486 0.0567 -0.4915 0.05
O -3.0161 0.1570 0.2924 0.06
Cl 1.9068 1.0113 3.0096 0.01
C 0.6150 -0.0810 3.3207 0.11
C 0.6621 -0.9352 4.4059 -0.04
C -0.4014 -1.8186 4.6566 0.11
C -1.5106 -1.8127 3.8164 -0.04
C -1.6140 -0.9210 2.7663 0.11
C -0.5290 -0.0696 2.4482 -0.02
C -0.5208 0.7109 1.2541 0.61
H 1.5248 -0.8925 5.0691 0.00
H -0.3484 -2.5321 5.4675 0.00
H -2.3543 -2.4686 3.9803 0.00
H -2.5110 -0.8531 2.1725 0.01
H -1.2847 1.5060 1.2057 0.04
H 0.4562 0.9217 0.8215 0.04
```

=====

ORCA calculation (wB97M-V/def2-TZVPD) on one molecule with the formula C8H8OS in a non-equilibrium geometry.

Its energy is -782.88953 Ha. The HOMO-LUMO gap (alpha / beta) comes out at 0.2521 / 0.2703 Eh. The calculation puts the LUMO energy (alpha / beta) at -0.996 / -1.191 eV. The calculation puts the energy above the lowest of the compared OMol25 structures with the same formula, charge and spin at 3.100 eV. The spin multiplicity is 1. The total charge is 0.

Structure (XYZ):
```
18
Properties=species:S:1:pos:R:3:nbo_charge:R:1
C 2.4729 -0.4748 0.6949 -0.19
C 2.1127 0.8541 0.4845 -0.21
C 1.3665 -1.3474 0.9350 -0.20
C 0.8059 1.2086 0.2865 -0.17
C 0.0616 -1.0424 0.8025 -0.20
C -0.2505 0.2855 0.3647 -0.14
C -3.2262 -0.2170 -1.2066 -0.62
C -1.4901 0.8487 0.4404 -0.28
O -4.1816 0.2929 0.9524 -0.96
S -2.9575 -0.3563 0.3918 1.21
H 3.5048 -0.6793 0.8789 0.22
H 2.8703 1.6162 0.3192 0.22
H 1.4861 -2.3154 1.3804 0.21
H 0.5759 2.2106 0.0673 0.21
H -0.6371 -1.7794 1.1645 0.23
H -3.6959 0.7596 -1.4593 0.22
H -2.9432 -0.9590 -2.0156 0.23
H -1.7313 1.8489 0.2259 0.21
```

=====

ORCA calculation (wB97M-V/def2-TZVPD) on C17H21AlF5NO7P as an isolated structure in a non-equilibrium geometry.

Its energy is -2325.25169 Ha. The HOMO-LUMO gap comes out at 0.3131 Eh. The calculation puts the LUMO energy at 2.504 eV. The spin multiplicity is 1. The total charge is -1.

Structure (XYZ):
```
53
Properties=species:S:1:pos:R:3:nbo_charge:R:1
C 1.3338 -1.4337 3.3130 -0.61
C 1.3683 0.1308 3.2721 -0.41
C 0.5274 0.7412 2.1145 0.18
C 0.1928 2.2173 2.5926 0.60
F -0.9868 2.1739 3.2414 -0.31
F 1.1451 2.7278 3.4057 -0.32
C -0.0039 3.2740 1.4735 0.92
F -0.4996 4.3990 2.0665 -0.34
F -0.8796 2.9282 0.5485 -0.29
F 1.1556 3.6548 0.9274 -0.31
O -0.6650 -0.0036 2.1936 -0.95
Al -1.2794 -0.6466 0.6299 1.63
C -3.1864 -0.1981 0.1389 -1.01
C -3.3697 1.3055 -0.2000 -0.52
C -4.7375 1.6374 -0.7858 0.71
N -5.8843 1.4124 0.0956 -0.89
O -4.8601 2.0474 -1.9159 -0.55
P -1.2404 -2.9738 0.2374 1.73
O -2.4584 -3.6178 0.7688 -1.11
O -1.2341 -3.2346 -1.4129 -1.01
O 0.1018 -3.7753 0.7384 -1.00
O -0.0204 0.3270 -0.2528 -0.98
C 1.0518 0.5705 0.6581 0.07
C 2.0571 -0.6229 0.3989 -0.54
C 3.0215 -0.1919 -0.7085 0.68
O 4.0962 0.2933 -0.3808 -0.59
C 2.7186 -0.3758 -2.1770 -0.22
C 3.7387 -0.0771 -3.0611 -0.16
C 3.5602 -0.2079 -4.4097 -0.23
C 2.3430 -0.6475 -4.9028 -0.19
C 1.3219 -0.9359 -4.0341 -0.24
C 1.5157 -0.8147 -2.6773 -0.10
H 2.3480 -1.7620 3.5675 0.19
H 0.6511 -1.7512 4.1036 0.21
H 0.9917 -1.8742 2.3794 0.22
H 2.4273 0.4243 3.2313 0.20
H 1.0015 0.4498 4.2508 0.22
H -3.3677 -0.7579 -0.7989 0.20
H -3.8966 -0.5779 0.8833 0.22
H -2.5769 1.5922 -0.8964 0.23
H -3.2055 1.8719 0.7292 0.22
H -5.6345 1.9193 0.9470 0.36
H -5.7829 0.4337 0.3722 0.37
H -1.6400 -2.4846 -1.8618 0.49
H 0.7484 -3.8732 0.0279 0.50
H 1.5480 1.4243 0.1749 0.20
H 2.6706 -0.8900 1.2595 0.23
H 1.4567 -1.4497 0.0090 0.22
H 4.6968 0.2654 -2.6841 0.23
H 4.3392 0.0200 -5.1315 0.21
H 2.2013 -0.7380 -5.9758 0.20
H 0.3815 -1.2567 -4.4706 0.21
H 0.6981 -1.0688 -2.0123 0.23
```